Record 1
A cluster of 9 separate species, C61H139N9O9 in total in a non-equilibrium geometry. Source: OMol25; level of theory: ωB97M-V with the def2-TZVPD basis set.

## Properties
Energy relative to the best compared isomer or geometry (same formula, charge and spin) in kJ/mol: 620.6
Kohn-Sham gap in eV: 8.2902
Total charge: 0
HOMO in eV: -7.9
Structure (SMILES): CC1(C)CCCC(C)(C)N1O.CC1(C)CCCC(C)(C)N1O.CC1(C)CCCC(C)(C)N1O.CC1(C)CCCC(C)(C)N1O.CC1(C)CCCC(C)(C)N1O.COC[C@H](C)N.COC[C@H](C)N.COC[C@H](C)N.COC[C@H](C)N

Last column: Löwdin charge in e.
Positions of all 218 atoms, in Å:
1 C 1.363 -6.310 4.016  -0.026
2 C 1.511 -5.729 2.547  -0.456
3 C 2.382 -6.780 1.813  -0.047
4 C 0.117 -5.744 1.839  -0.109
5 C -0.717 -4.483 2.178  -0.166
6 C 0.052 -3.144 1.944  -0.123
7 C 1.411 -3.102 2.647  -0.414
8 C 2.305 -1.968 1.884  0.008
9 C 1.222 -2.805 4.199  0.002
10 N 2.163 -4.369 2.491  -0.132
11 O 3.467 -4.399 2.955  -0.009
12 H 2.322 -6.316 4.534  0.079
13 H 0.730 -5.572 4.510  0.055
14 H 0.963 -7.324 4.023  0.079
15 H 1.917 -7.761 1.917  0.080
16 H 2.292 -6.581 0.745  0.064
17 H 3.421 -6.941 2.101  0.081
18 H 0.253 -5.768 0.758  0.102
19 H -0.416 -6.516 2.393  0.116
20 H -1.617 -4.523 1.565  0.103
21 H -1.169 -4.521 3.169  0.085
22 H -0.563 -2.292 2.235  0.094
23 H 0.116 -3.020 0.863  0.105
24 H 3.246 -1.876 2.426  0.057
25 H 1.813 -1.023 2.115  0.059
26 H 2.510 -2.174 0.834  0.064
27 H 0.531 -3.553 4.589  0.049
28 H 0.987 -1.785 4.503  0.053
29 H 2.065 -3.113 4.817  0.077
30 H 3.942 -4.222 2.140  0.102
31 C 5.071 -3.573 -3.142  -0.017
32 C 3.645 -4.173 -3.313  -0.552
33 C 3.714 -5.535 -3.971  -0.029
34 C 3.088 -4.332 -1.926  -0.158
35 C 1.618 -4.550 -1.883  -0.192
36 C 0.851 -3.414 -2.546  -0.109
37 C 1.376 -3.104 -4.013  -0.416
38 C 0.672 -3.944 -5.071  -0.029
39 C 1.067 -1.580 -4.344  -0.039
40 N 2.869 -3.265 -4.093  -0.089
41 O 3.454 -2.853 -5.369  -0.009
42 H 5.723 -4.252 -2.592  0.085
43 H 5.451 -3.402 -4.149  0.074
44 H 5.168 -2.608 -2.643  0.075
45 H 4.344 -6.271 -3.471  0.085
46 H 2.769 -6.029 -4.193  0.081
47 H 4.219 -5.341 -4.917  0.085
48 H 3.613 -5.184 -1.493  0.126
49 H 3.131 -3.462 -1.270  0.111
50 H 1.364 -5.513 -2.327  0.117
51 H 1.235 -4.575 -0.863  0.086
52 H 0.883 -2.497 -1.958  0.096
53 H -0.233 -3.524 -2.571  0.101
54 H 0.274 -3.233 -5.795  0.072
55 H -0.176 -4.482 -4.647  0.075
56 H 1.312 -4.616 -5.644  0.079
57 H 1.587 -1.005 -3.578  0.058
58 H 0.055 -1.185 -4.248  0.062
59 H 1.363 -1.113 -5.283  0.075
60 H 3.726 -1.946 -5.212  0.090
61 C -6.383 3.417 -8.850  -0.021
62 C -4.880 3.640 -8.765  -0.498
63 C -4.234 2.965 -9.972  -0.061
64 C -4.510 5.092 -9.032  -0.158
65 C -4.678 5.923 -7.776  -0.189
66 C -3.890 5.346 -6.632  -0.156
67 C -4.229 3.916 -6.247  -0.499
68 C -3.096 3.259 -5.331  -0.030
69 C -5.518 3.977 -5.436  -0.032
70 N -4.300 3.121 -7.476  -0.116
71 O -4.270 1.729 -7.426  -0.002
72 H -6.632 3.835 -9.825  0.083
73 H -6.643 2.359 -8.840  0.089
74 H -6.918 3.950 -8.064  0.073
75 H -4.675 3.201 -10.941  0.091
76 H -3.147 3.031 -9.949  0.091
77 H -4.476 1.903 -10.002  0.075
78 H -3.550 5.264 -9.519  0.119
79 H -5.172 5.550 -9.766  0.121
80 H -4.303 6.934 -7.935  0.115
81 H -5.739 5.989 -7.532  0.105
82 H -3.871 5.971 -5.739  0.126
83 H -2.881 5.281 -7.038  0.122
84 H -3.483 2.282 -5.042  0.068
85 H -2.847 3.894 -4.481  0.075
86 H -2.091 3.201 -5.750  0.079
87 H -6.246 4.530 -6.030  0.063
88 H -5.437 4.508 -4.488  0.087
89 H -5.897 2.965 -5.299  0.082
90 H -3.321 1.606 -7.508  0.102
91 C -3.472 3.424 6.761  -0.062
92 C -2.903 3.056 5.439  -0.485
93 C -4.078 3.108 4.408  -0.028
94 C -1.906 4.162 4.941  -0.126
95 C -0.604 4.166 5.727  -0.179
96 C 0.074 2.817 5.778  -0.163
97 C -0.826 1.676 6.154  -0.487
98 C -0.006 0.481 5.657  -0.051
99 C -0.865 1.540 7.697  -0.026
100 N -2.173 1.755 5.510  -0.084
101 O -2.953 0.669 5.831  -0.015
102 H -4.060 2.657 7.264  0.094
103 H -2.794 3.846 7.503  0.068
104 H -4.093 4.316 6.676  0.082
105 H -4.849 2.353 4.562  0.081
106 H -4.530 4.100 4.419  0.081
107 H -3.640 2.992 3.417  0.068
108 H -1.825 4.048 3.860  0.108
109 H -2.369 5.129 5.138  0.117
110 H -0.001 5.006 5.382  0.112
111 H -0.820 4.486 6.746  0.103
112 H 0.802 2.948 6.579  0.119
113 H 0.575 2.602 4.834  0.104
114 H -0.144 0.433 4.577  0.067
115 H -0.467 -0.415 6.072  0.072
116 H 1.067 0.541 5.837  0.084
117 H 0.110 1.494 8.182  0.082
118 H -1.450 0.662 7.970  0.082
119 H -1.211 2.449 8.190  0.067
120 H -2.975 0.089 5.067  0.040
121 C 3.392 1.686 3.183  -0.054
122 C 4.531 1.916 4.114  -0.518
123 C 3.961 2.567 5.342  -0.045
124 C 5.116 0.554 4.584  -0.114
125 C 5.968 -0.158 3.491  -0.165
126 C 7.120 0.776 3.117  -0.139
127 C 6.596 2.179 2.641  -0.486
128 C 7.862 2.969 2.777  -0.071
129 C 6.064 2.105 1.172  -0.006
130 N 5.639 2.775 3.581  -0.080
131 O 5.235 4.108 3.252  -0.012
132 H 3.714 1.169 2.279  0.058
133 H 2.734 0.922 3.598  0.078
134 H 2.881 2.595 2.866  0.095
135 H 3.526 3.488 4.952  0.081
136 H 3.192 1.946 5.801  0.078
137 H 4.717 2.792 6.094  0.092
138 H 5.663 0.690 5.517  0.120
139 H 4.368 -0.222 4.748  0.112
140 H 6.356 -1.059 3.965  0.110
141 H 5.336 -0.438 2.648  0.091
142 H 7.749 0.302 2.364  0.119
143 H 7.883 0.864 3.890  0.111
144 H 7.657 4.034 2.666  0.081
145 H 8.691 2.587 2.181  0.091
146 H 8.335 2.920 3.758  0.081
147 H 6.817 2.102 0.383  0.087
148 H 5.325 2.892 1.023  0.077
149 H 5.508 1.178 1.036  0.045
150 H 5.559 4.656 3.971  0.102
151 C -3.186 -0.891 2.732  -0.053
152 O -3.406 -1.236 4.117  -0.224
153 C -3.996 -2.495 4.281  -0.176
154 C -3.828 -2.953 5.780  -0.428
155 C -2.379 -3.284 6.021  -0.065
156 N -4.621 -4.155 5.961  0.032
157 H -2.495 -1.509 2.159  0.067
158 H -2.633 0.048 2.742  0.084
159 H -4.093 -0.737 2.147  0.094
160 H -5.067 -2.386 4.107  0.123
161 H -3.574 -3.238 3.604  0.125
162 H -4.148 -2.147 6.441  0.139
163 H -2.079 -4.235 5.583  0.075
164 H -2.229 -3.561 7.065  0.079
165 H -1.839 -2.395 5.696  0.067
166 H -4.688 -4.318 6.955  0.075
167 H -5.559 -3.952 5.648  0.064
168 C 0.472 1.656 1.688  -0.109
169 O -0.334 0.852 0.841  -0.192
170 C -0.945 1.584 -0.230  -0.179
171 C -0.800 0.764 -1.548  -0.414
172 C -1.450 1.435 -2.749  -0.072
173 N -1.521 -0.475 -1.319  0.063
174 H 0.281 2.718 1.844  0.098
175 H 1.471 1.487 1.286  0.066
176 H 0.637 1.220 2.673  0.049
177 H -1.974 1.896 -0.051  0.128
178 H -0.418 2.525 -0.388  0.115
179 H 0.248 0.525 -1.730  0.115
180 H -1.459 0.873 -3.682  0.073
181 H -0.827 2.308 -2.943  0.075
182 H -2.398 1.904 -2.484  0.080
183 H -2.500 -0.308 -1.505  0.037
184 H -1.565 -0.592 -0.317  0.050
185 C 3.664 0.203 -1.055  -0.089
186 O 4.438 0.898 -2.069  -0.213
187 C 3.939 2.256 -2.238  -0.157
188 C 5.027 3.096 -3.087  -0.394
189 C 4.768 4.581 -3.158  -0.087
190 N 5.116 2.547 -4.457  0.030
191 H 3.669 0.791 -0.137  0.054
192 H 4.039 -0.806 -0.885  0.077
193 H 2.643 0.076 -1.415  0.065
194 H 2.963 2.153 -2.713  0.113
195 H 3.816 2.735 -1.267  0.105
196 H 6.001 2.966 -2.615  0.131
197 H 5.457 5.118 -3.811  0.076
198 H 4.973 5.138 -2.244  0.070
199 H 3.744 4.856 -3.411  0.075
200 H 4.185 2.428 -4.829  0.063
201 H 5.442 1.595 -4.365  0.058
202 C -3.139 -2.575 -3.938  -0.143
203 O -4.468 -2.388 -3.645  -0.201
204 C -4.674 -1.500 -2.549  -0.166
205 C -6.235 -1.319 -2.476  -0.397
206 C -6.795 -0.156 -3.473  -0.046
207 N -6.562 -0.770 -1.218  -0.007
208 H -2.997 -3.471 -4.542  0.089
209 H -2.528 -2.812 -3.067  0.069
210 H -2.831 -1.670 -4.460  0.089
211 H -4.368 -2.124 -1.709  0.126
212 H -4.244 -0.522 -2.765  0.115
213 H -6.837 -2.209 -2.661  0.132
214 H -7.878 -0.273 -3.502  0.062
215 H -6.507 -0.364 -4.503  0.063
216 H -6.484 0.859 -3.224  0.065
217 H -6.534 -1.504 -0.524  0.069
218 H -7.553 -0.605 -1.119  0.073

---

Record 2
A structure of composition C33H18Cl2N5O4RuS3Se in a non-equilibrium geometry. Source: OMol25; level of theory: ωB97M-V with the def2-TZVPD basis set.

## Properties
Energy relative to the best compared isomer or geometry (same formula, charge and spin) in kJ/mol: 103.4
Kohn-Sham gap (alpha / beta) in eV: 6.6526 / 6.5974
Total charge: 0
HOMO (alpha / beta) in eV: -8.1 / -8.0
2S+1: 2

Last column: natural (NBO) charge in e.
Positions of all 67 atoms, in Å:
1 Ru 0.381 -0.632 -0.481  1.181
2 Cl 4.376 -2.962 5.139  0.000
3 C 3.346 -2.751 3.758  -0.099
4 C 2.195 -3.545 3.643  -0.188
5 C 1.362 -3.409 2.565  -0.129
6 Cl -0.026 -4.417 2.410  0.046
7 C 1.606 -2.441 1.539  0.475
8 O 0.805 -2.341 0.550  -0.666
9 C 2.798 -1.667 1.684  -0.324
10 C 3.209 -0.727 0.675  0.445
11 O 2.570 -0.330 -0.300  -0.545
12 C 3.656 -1.842 2.787  -0.160
13 H 1.966 -4.276 4.407  0.244
14 H 4.229 -0.332 0.796  0.145
15 H 4.561 -1.252 2.858  0.225
16 Se 1.278 6.987 -0.985  0.935
17 N 0.592 5.747 -2.068  -0.594
18 C 0.582 4.621 -1.409  0.116
19 C 0.100 3.364 -1.959  -0.109
20 C -0.486 3.239 -3.216  -0.106
21 C -0.956 2.004 -3.611  -0.233
22 C -0.784 0.905 -2.776  0.118
23 N -0.178 1.010 -1.602  -0.390
24 C 0.216 2.220 -1.170  0.271
25 C 0.683 2.271 0.205  0.199
26 N 0.621 1.123 0.910  -0.422
27 C 0.982 1.152 2.186  0.089
28 C 1.429 2.304 2.823  -0.243
29 C 1.496 3.483 2.109  -0.103
30 C 1.109 3.474 0.772  -0.115
31 C 1.094 4.671 -0.058  0.183
32 N 1.513 5.836 0.356  -0.613
33 H -0.582 4.113 -3.846  0.241
34 H -1.449 1.870 -4.563  0.237
35 H -1.126 -0.083 -3.048  0.246
36 H 0.914 0.217 2.730  0.224
37 H 1.704 2.260 3.867  0.237
38 H 1.829 4.408 2.561  0.244
39 O -1.485 -1.134 -0.598  -0.721
40 C -2.684 -0.831 0.024  0.119
41 C -3.734 -1.719 -0.642  -0.210
42 C -3.479 -2.881 -1.304  -0.230
43 C -4.659 -3.522 -1.766  -0.250
44 C -5.786 -2.833 -1.448  -0.425
45 S -5.426 -1.392 -0.597  0.439
46 C -2.611 -1.101 1.523  -0.111
47 C -1.486 -1.107 2.291  -0.296
48 C -1.742 -1.297 3.675  -0.256
49 C -3.070 -1.434 3.930  -0.423
50 S -4.008 -1.350 2.502  0.458
51 C -3.009 0.646 -0.187  -0.200
52 C -3.545 1.241 -1.291  -0.271
53 C -3.495 2.659 -1.237  -0.249
54 C -2.924 3.114 -0.088  -0.449
55 S -2.459 1.827 0.939  0.456
56 H -2.476 -3.255 -1.444  0.252
57 H -4.663 -4.452 -2.316  0.225
58 H -6.809 -3.084 -1.677  0.235
59 H -0.497 -1.011 1.862  0.207
60 H -0.975 -1.355 4.433  0.219
61 H -3.549 -1.609 4.880  0.237
62 H -3.954 0.679 -2.118  0.239
63 H -3.882 3.308 -2.010  0.223
64 H -2.794 4.137 0.227  0.235
65 O -0.250 -2.798 -3.737  -0.575
66 C 0.337 -2.140 -2.953  0.801
67 N 0.977 -1.458 -2.201  -0.745

---

Record 3
A structure of composition C33H33N5S2Ti. Source: OMol25; level of theory: ωB97M-V with the def2-TZVPD basis set.

## Properties
Energy relative to the best compared isomer or geometry (same formula, charge and spin) in kJ/mol: 28.5
Kohn-Sham gap (alpha / beta) in eV: 3.3384 / 3.3390
Total charge: -2
HOMO (alpha / beta) in eV: 0.7 / 0.7

Last column: Löwdin charge in e.
Positions of all 74 atoms, in Å:
1 Ti -0.124 -0.488 -1.317  0.658
2 N 9.116 -3.026 2.646  0.081
3 C 8.098 -2.734 2.189  -0.237
4 C 6.826 -2.369 1.620  -0.285
5 C 5.808 -1.852 2.426  -0.063
6 C 4.588 -1.506 1.882  -0.049
7 C 4.309 -1.667 0.505  -0.180
8 C 5.354 -2.198 -0.286  -0.045
9 C 6.579 -2.532 0.251  -0.060
10 C 3.027 -1.302 -0.067  -0.121
11 C 2.505 0.011 0.235  -0.258
12 C 3.048 0.979 1.098  -0.100
13 C 2.256 2.148 0.975  -0.157
14 C 1.276 1.875 0.050  -0.252
15 N 1.410 0.580 -0.419  -0.107
16 C 2.395 -2.253 -0.926  -0.244
17 C 2.849 -3.527 -1.315  -0.102
18 C 1.849 -4.101 -2.140  -0.143
19 C 0.813 -3.207 -2.222  -0.249
20 N 1.112 -2.072 -1.476  -0.118
21 H 5.984 -1.742 3.491  0.101
22 H 3.805 -1.120 2.521  0.104
23 H 5.177 -2.321 -1.346  0.109
24 H 7.372 -2.906 -0.386  0.102
25 H 3.918 0.859 1.722  0.065
26 H 2.407 3.096 1.476  0.065
27 H 0.500 2.518 -0.326  0.034
28 H 3.784 -3.978 -1.027  0.068
29 H 1.872 -5.073 -2.613  0.070
30 H -0.113 -3.296 -2.763  0.072
31 C -1.967 3.361 -3.698  -0.156
32 C -1.299 2.057 -3.310  -0.763
33 S -1.598 1.516 -1.662  0.609
34 C -0.565 1.335 -4.166  -0.786
35 C -0.365 1.737 -5.608  -0.153
36 S 0.204 -0.183 -3.713  0.606
37 H -2.293 3.891 -2.804  0.040
38 H -2.852 3.197 -4.326  0.069
39 H -1.290 4.017 -4.250  0.056
40 H -0.484 2.812 -5.762  0.050
41 H -1.086 1.226 -6.258  0.069
42 H 0.632 1.448 -5.945  0.051
43 N -0.693 -0.541 0.792  0.166
44 C -1.274 0.098 1.552  -0.209
45 N -1.952 0.833 2.405  -0.056
46 C -3.051 1.668 1.861  -0.122
47 C -3.473 2.654 2.936  -0.189
48 C -2.287 3.510 3.398  -0.184
49 C -1.047 2.652 3.759  -0.161
50 C -1.370 1.166 3.704  -0.150
51 H -3.872 1.023 1.552  0.108
52 H -2.696 2.197 0.973  0.093
53 H -3.914 2.116 3.781  0.108
54 H -4.259 3.288 2.522  0.111
55 H -2.586 4.132 4.244  0.096
56 H -2.024 4.188 2.583  0.108
57 H -0.667 2.898 4.754  0.104
58 H -0.242 2.842 3.047  0.106
59 H -2.074 0.886 4.490  0.115
60 H -0.471 0.569 3.841  0.130
61 C -1.938 -1.871 -1.381  -0.236
62 C -3.218 -1.529 -0.750  -0.331
63 C -3.549 -1.975 0.542  -0.084
64 C -4.767 -1.676 1.144  -0.137
65 C -5.715 -0.904 0.482  -0.158
66 C -5.407 -0.444 -0.799  -0.121
67 C -4.195 -0.750 -1.397  -0.085
68 H -2.014 -1.938 -2.466  0.034
69 H -1.519 -2.784 -0.958  0.042
70 H -2.829 -2.591 1.070  0.104
71 H -4.977 -2.053 2.140  0.086
72 H -6.665 -0.667 0.946  0.076
73 H -6.124 0.168 -1.337  0.087
74 H -3.970 -0.373 -2.387  0.097

---

What is the total charge in the first record?
0

---

Look up the energy relative to the best compared isomer or geometry (same formula, charge and spin) of the first one.
620.6 kJ/mol